1.
CHF2NO2 | ωB97M-V/def2-TZVPD

The calculated total energy is -12066.9289 eV. Its total charge is 0. The value obtained for the energy above the lowest of the compared OMol25 structures with the same formula, charge and spin is 80.8 kcal per mole. The HOMO energy (alpha / beta) comes out at -10.8 / -10.8 eV. The value obtained for the HOMO-LUMO gap (alpha / beta) is 9.37 / 9.36 eV.

Each line ends with the Löwdin charge.
Positions of all 7 atoms, in Å:
1 F 0.082 -2.552 -1.594  0.049
2 F -0.946 -3.408 0.031  0.072
3 O -1.084 -1.028 -0.102  0.025
4 O -1.561 1.036 0.019  0.092
5 N -0.061 -2.488 -0.273  0.058
6 C -0.699 0.208 0.008  -0.438
7 H 0.381 0.407 0.093  0.142



2.
CHF2NO2 | ωB97M-V/def2-TZVPD

The calculated total energy is -12065.3676 eV. Its expectation value of S² is 2.01. Its total charge is 0. The value obtained for the energy above the lowest of the compared OMol25 structures with the same formula, charge and spin is 43.9 kcal per mole. The spin multiplicity is 3. The HOMO energy (alpha / beta) comes out at -7.8 / -11.0 eV. The value obtained for the HOMO-LUMO gap (alpha / beta) is 8.61 / 6.56 eV.

Each line ends with the Mulliken spin population.
Positions of all 7 atoms, in Å:
1 F -1.180 1.070 -0.378  0.034
2 F -1.256 -1.050 0.082  0.020
3 O 0.490 0.129 1.719  0.865
4 O 1.789 0.167 -0.007  0.506
5 N 0.726 0.091 0.545  0.423
6 C -0.492 -0.064 -0.369  0.129
7 H -0.077 -0.343 -1.592  0.023



3.
CHF2NO2S | ωB97M-V/def2-TZVPD

Its SMILES is N=[S@@](=O)(F)C(=O)F. The calculated total energy is -22905.6643 eV. Its total charge is 0. The value obtained for the energy above the lowest of the compared OMol25 structures with the same formula, charge and spin is 48.5 kcal per mole. The HOMO energy comes out at -11.1 eV. The value obtained for the HOMO-LUMO gap is 10.62 eV.

Each line ends with the Löwdin charge.
Positions of all 8 atoms, in Å:
1 S 1.105 -0.830 -0.372  0.854
2 F 1.291 0.286 -2.689  0.080
3 F 1.018 -2.491 -0.565  -0.230
4 O 1.951 -0.376 0.749  -0.310
5 O 3.125 -1.016 -2.330  0.183
6 N -0.302 -0.108 -0.629  -0.191
7 C 2.066 -0.584 -2.002  -0.442
8 H -0.479 0.382 0.309  0.056



4.
CHF2NO3 | ωB97M-V/def2-TZVPD

The calculated total energy is -14113.2226 eV. Its expectation value of S² is 2.01. Its total charge is 0. The value obtained for the energy above the lowest of the compared OMol25 structures with the same formula, charge and spin is 15.5 kcal per mole. The spin multiplicity is 3. The HOMO energy (alpha / beta) comes out at -7.8 / -10.6 eV. The value obtained for the HOMO-LUMO gap (alpha / beta) is 7.99 / 6.04 eV.

Each line ends with the Mulliken spin population.
Positions of all 8 atoms, in Å:
1 F 0.710 -0.938 1.024  0.021
2 F 0.621 -1.082 -1.166  0.045
3 O -0.323 1.788 -0.610  0.690
4 O 1.578 1.260 0.171  0.651
5 O -1.256 -0.772 -0.035  0.040
6 N 0.443 1.016 -0.125  0.404
7 C 0.056 -0.480 -0.034  0.150
8 H -1.829 -0.792 0.776  -0.002



5.
CHF2O3S | ωB97M-V/def2-TZVPD

The calculated total energy is -23464.3452 eV. Its total charge is -1. The value obtained for the energy above the lowest of the compared OMol25 structures with the same formula, charge and spin is 81.5 kcal per mole. The HOMO energy (alpha / beta) comes out at -3.6 / -4.8 eV. The value obtained for the HOMO-LUMO gap (alpha / beta) is 7.64 / 8.55 eV.

Each line ends with the Löwdin charge.
Positions of all 8 atoms, in Å:
1 S -3.680 0.119 -0.071  0.489
2 F 0.203 -0.031 0.716  0.078
3 F 0.526 2.035 0.143  -0.032
4 O -2.572 1.057 0.000  -0.458
5 O -3.512 -1.004 -0.958  -0.448
6 O -4.163 -0.312 1.314  -0.502
7 C -0.237 1.173 0.905  -0.216
8 H -0.171 1.641 1.842  0.089



6.
CHF2P | ωB97M-V/def2-TZVPD

Its SMILES is FC#P.F. The calculated total energy is -15774.2941 eV. Its total charge is 0. The value obtained for the energy above the lowest of the compared OMol25 structures with the same formula, charge and spin is 20.0 kcal per mole. The HOMO energy comes out at -9.8 eV. The value obtained for the HOMO-LUMO gap is 10.27 eV.

Each line ends with the Löwdin charge.
Positions of all 5 atoms, in Å:
1 P 1.401 -1.129 0.144  0.749
2 F -1.736 -0.163 0.053  -0.168
3 F 1.188 1.691 0.244  0.009
4 C 1.390 0.421 0.065  -0.741
5 H -2.243 -0.820 -0.507  0.151



7.
CHF3N2O | ωB97M-V/def2-TZVPD

Its SMILES is F/N=N\F.O=CF. The calculated total energy is -14227.7129 eV. Its total charge is 0. The value obtained for the energy above the lowest of the compared OMol25 structures with the same formula, charge and spin is 80.4 kcal per mole. The HOMO energy comes out at -12.0 eV. The value obtained for the HOMO-LUMO gap is 11.50 eV.

Each line ends with the Löwdin charge.
Positions of all 8 atoms, in Å:
1 F -2.624 0.183 1.393  -0.035
2 F -1.297 -1.272 -0.336  0.026
3 F 2.108 -0.343 0.277  -0.018
4 O 1.084 1.399 -0.603  0.137
5 N -1.260 0.452 1.122  0.116
6 N -0.721 -0.286 0.435  -0.005
7 C 1.298 0.283 -0.686  -0.392
8 H 1.412 -0.415 -1.601  0.170



8.
CHF3NO4S2V | ωB97M-V/def2-TZVPD

The calculated total energy is -66242.4180 eV. Its expectation value of S² is 3.76. Its total charge is -1. The value obtained for the energy above the lowest of the compared OMol25 structures with the same formula, charge and spin is 2.5 kcal per mole. The spin multiplicity is 4. The HOMO energy (alpha / beta) comes out at -3.2 / -3.7 eV. The value obtained for the HOMO-LUMO gap (alpha / beta) is 5.85 / 6.32 eV.

Each line ends with the Mulliken spin population.
Positions of all 13 atoms, in Å:
1 V -0.354 -1.934 -0.468  2.939
2 S 1.819 -1.069 -0.962  -0.022
3 S -0.130 0.966 -0.671  -0.037
4 F 0.527 0.613 1.882  0.002
5 F 1.056 2.541 1.072  0.001
6 F -0.997 2.107 1.574  -0.001
7 O -1.251 -3.732 -0.509  0.055
8 O -0.428 -3.380 0.722  -0.005
9 O -1.094 -0.175 -0.391  0.024
10 O -0.744 2.128 -1.322  0.010
11 N 1.216 0.557 -1.295  0.019
12 C 0.125 1.594 1.081  0.006
13 H -2.152 -3.835 -0.180  0.007